1.
Density functional theory data (ωB97M-V/def2-TZVPD) for 6 unconnected molecules or ions with the total composition C31H29BrF5N6O3 in a non-equilibrium geometry.

Calculated values
LUMO level (eV): 2.09
Highest occupied orbital energy (eV): -3.06
Net charge: -1
Frontier orbital gap (eV): 5.150

Cartesian coordinates (Å):
1 O 4.933 -2.585 1.133
2 C 4.465 -3.554 1.551
3 F 4.282 -3.616 2.905
4 N 4.040 -4.720 0.858
5 C 4.997 -5.210 -0.054
6 O 4.897 -6.271 -0.479
7 F 6.026 -4.458 -0.470
8 C 2.713 -4.554 0.195
9 Br 2.826 -3.168 -1.297
10 C 1.699 -3.982 1.224
11 C 0.280 -3.929 0.587
12 O -0.602 -4.727 1.402
13 C -0.280 -2.490 0.645
14 F -0.530 -2.105 1.906
15 F 0.530 -1.572 0.141
16 F -1.444 -2.394 -0.035
17 H 1.664 -4.715 2.041
18 H 1.935 -2.946 1.548
19 H 0.276 -4.305 -0.446
20 H -1.450 -4.269 1.482
21 N -3.664 0.749 3.901
22 C -3.277 1.902 4.454
23 C -2.081 2.537 4.157
24 C -1.233 1.942 3.235
25 C -1.615 0.746 2.652
26 C -2.832 0.195 3.014
27 H -3.970 2.329 5.172
28 H -1.820 3.473 4.635
29 H -0.288 2.404 2.976
30 H -0.985 0.249 1.929
31 H -3.172 -0.739 2.579
32 N 3.699 -0.223 -1.950
33 C 3.749 0.475 -0.819
34 C 4.034 1.832 -0.762
35 C 4.286 2.500 -1.950
36 C 4.241 1.791 -3.139
37 C 3.943 0.437 -3.082
38 H 3.548 -0.094 0.084
39 H 4.059 2.350 0.188
40 H 4.514 3.560 -1.949
41 H 4.432 2.276 -4.087
42 H 3.893 -0.161 -3.987
43 N -6.579 3.361 -0.715
44 C -6.282 3.139 0.567
45 C -5.271 2.290 0.990
46 C -4.528 1.627 0.027
47 C -4.820 1.840 -1.310
48 C -5.849 2.713 -1.626
49 H -6.893 3.677 1.284
50 H -5.072 2.149 2.044
51 H -3.730 0.954 0.316
52 H -4.262 1.340 -2.091
53 H -6.111 2.914 -2.659
54 N -4.014 -3.726 3.078
55 C -4.995 -3.993 2.213
56 C -6.338 -3.775 2.480
57 C -6.684 -3.253 3.716
58 C -5.682 -2.970 4.629
59 C -4.370 -3.223 4.262
60 H -4.676 -4.402 1.260
61 H -7.091 -4.007 1.739
62 H -7.723 -3.068 3.964
63 H -5.912 -2.562 5.604
64 H -3.550 -3.014 4.941
65 N 4.010 4.553 -5.679
66 C 4.445 5.688 -5.130
67 C 5.662 6.278 -5.437
68 C 6.478 5.652 -6.365
69 C 6.048 4.472 -6.946
70 C 4.811 3.968 -6.571
71 H 3.774 6.140 -4.406
72 H 5.961 7.202 -4.960
73 H 7.437 6.080 -6.631
74 H 6.656 3.952 -7.674
75 H 4.432 3.048 -7.002

2.
Density functional theory data (ωB97M-V/def2-TZVPD) for a molecular structure, C31H29FN6O2ScSeSi in a non-equilibrium geometry.

Calculated values
LUMO level (eV): -4.51
Highest occupied orbital energy (eV): -10.13
Net charge: +1
Frontier orbital gap (eV): 5.625

Cartesian coordinates (Å):
1 Sc -0.135 0.451 0.152
2 C -0.168 -1.879 2.596
3 O -0.820 -1.340 1.435
4 C -1.859 -2.070 0.864
5 C -2.696 -2.931 1.554
6 C -3.711 -3.571 0.855
7 C -3.891 -3.354 -0.504
8 C -3.046 -2.503 -1.191
9 C -2.028 -1.856 -0.500
10 N -1.031 -1.042 -1.096
11 N -0.819 -1.284 -2.323
12 C 0.306 -0.815 -2.922
13 C 1.450 -0.426 -2.183
14 O 1.409 -0.216 -0.896
15 C 2.699 -0.309 -2.859
16 C 2.773 -0.482 -4.204
17 C 1.630 -0.815 -4.989
18 C 1.729 -0.980 -6.384
19 C 0.627 -1.318 -7.124
20 C -0.608 -1.498 -6.486
21 C -0.731 -1.339 -5.129
22 C 0.389 -0.999 -4.351
23 H -0.613 -2.827 2.881
24 H -0.255 -1.168 3.416
25 H 0.875 -2.049 2.339
26 H -2.601 -3.086 2.618
27 H -4.375 -4.236 1.387
28 H -4.689 -3.858 -1.030
29 H -3.151 -2.332 -2.252
30 H 3.567 -0.054 -2.266
31 H 3.723 -0.364 -4.710
32 H 2.691 -0.836 -6.860
33 H 0.705 -1.446 -8.194
34 H -1.478 -1.762 -7.073
35 H -1.690 -1.470 -4.652
36 C -2.687 3.233 2.839
37 Si -3.107 1.755 1.722
38 C -4.896 1.777 1.133
39 C -2.977 0.300 2.903
40 N -1.970 1.642 0.386
41 C -1.960 2.748 -0.447
42 C -2.753 3.914 -0.358
43 C -2.607 4.984 -1.226
44 C -1.664 4.981 -2.244
45 C -0.857 3.861 -2.386
46 C -1.044 2.834 -1.499
47 F -0.211 1.714 -1.637
48 H -3.251 3.157 3.770
49 H -2.867 4.225 2.434
50 H -1.627 3.178 3.112
51 H -5.580 1.854 1.977
52 H -5.104 0.827 0.632
53 H -5.143 2.569 0.430
54 H -3.638 0.548 3.736
55 H -1.985 0.156 3.328
56 H -3.335 -0.633 2.485
57 H -3.520 3.984 0.397
58 H -3.256 5.840 -1.098
59 H -1.561 5.820 -2.915
60 H -0.105 3.773 -3.157
61 Se 0.711 4.299 1.154
62 N 1.972 4.224 2.397
63 C 2.246 2.954 2.638
64 C 3.229 2.410 3.519
65 C 3.378 1.059 3.517
66 C 2.545 0.220 2.705
67 N 1.599 0.663 1.919
68 C 1.501 2.027 1.854
69 N 0.659 2.535 0.981
70 H 3.833 3.061 4.134
71 H 4.117 0.577 4.140
72 H 2.685 -0.852 2.761

3.
Density functional theory data (ωB97M-V/def2-TZVPD) for a molecular structure, C31H29N6O2V in a non-equilibrium geometry.

Calculated values
Spin multiplicity: 3
LUMO level (spin up / spin down) (eV): 0.20 / -0.01
Highest occupied orbital energy (spin up / spin down) (eV): -5.21 / -7.33
Net charge: 0
⟨S²⟩: 2.065
Frontier orbital gap (spin up / spin down) (eV): 5.405 / 7.322

Cartesian coordinates (Å):
1 V -0.552 -2.699 -0.930
2 N 0.898 -4.887 -4.126
3 C 0.565 -4.500 -2.849
4 O -0.267 -3.590 -2.782
5 C 1.319 -5.020 -1.653
6 C 0.848 -4.252 -0.384
7 H 0.294 -4.592 -4.876
8 H 1.563 -5.604 -4.302
9 H 2.360 -4.760 -1.861
10 H 1.335 -6.071 -1.520
11 H 1.668 -3.844 0.185
12 H 0.411 -4.869 0.391
13 C 4.122 9.437 3.515
14 O 3.128 9.169 2.584
15 C 2.901 7.868 2.232
16 C 1.909 7.640 1.343
17 C 1.671 6.369 0.825
18 C 2.394 5.265 1.298
19 C 3.434 5.534 2.175
20 C 3.704 6.807 2.681
21 C 2.064 3.874 0.922
22 N 1.846 2.896 1.747
23 C 1.237 1.932 0.993
24 C 1.160 2.268 -0.355
25 N 1.739 3.519 -0.381
26 C 0.796 1.404 -1.472
27 C 0.652 1.744 -2.782
28 C 0.222 0.665 -3.667
29 C 0.015 -0.633 -3.162
30 N 0.047 -0.902 -1.827
31 C 0.378 0.129 -0.967
32 C 0.399 -0.249 0.412
33 N 0.057 -1.536 0.705
34 C 0.179 -2.009 1.983
35 C 0.771 -1.270 2.945
36 C 1.200 0.065 2.693
37 C 0.901 0.597 1.427
38 H 4.219 10.513 3.645
39 H 5.066 9.213 3.151
40 H 3.945 8.941 4.450
41 H 1.334 8.412 0.919
42 H 0.811 6.315 0.219
43 H 3.937 4.667 2.516
44 H 4.549 7.016 3.320
45 H 1.723 4.241 -1.072
46 H 0.832 2.675 -3.171
47 H 0.053 0.815 -4.797
48 H -0.556 -1.311 -3.866
49 H -0.247 -2.990 2.106
50 H 0.807 -1.813 3.922
51 H 1.617 0.623 3.511
52 C -4.285 -1.411 0.245
53 C -4.462 -2.921 0.164
54 C -5.714 -3.531 0.291
55 C -5.973 -4.862 0.116
56 C -4.909 -5.641 -0.468
57 C -3.643 -5.102 -0.685
58 C -2.630 -6.012 -1.384
59 C -3.353 -3.753 -0.259
60 N -2.046 -3.218 -0.407
61 H -5.305 -1.005 0.292
62 H -3.696 -1.086 -0.628
63 H -3.633 -1.052 1.076
64 H -6.451 -2.910 0.778
65 H -6.948 -5.287 0.297
66 H -5.149 -6.699 -0.699
67 H -2.094 -6.719 -0.738
68 H -1.947 -5.390 -1.944
69 H -3.218 -6.616 -2.058

Listing electronic energy for the structures above in their given order: -131329.8945, -142293.8396, -71341.0001 eV.
Listing relative energy (zero: lowest compared OMol25 entry of this formula, charge and spin) for the structures above in their given order: 73.31, 4.96, 138.97 kJ/mol.